[1]
{
  "formula": "C23H58BrFInO7S",
  "method": "the ωB97M-V functional and the def2-TZVPD basis",
  "elements": ["C", "C", "Br", "C", "In", "S", "O", "O", "F", "H", "H", "H", "H", "H", "H", "H", "H", "C", "C", "O", "C", "C", "H", "H", "H", "H", "H", "H", "H", "H", "H", "H", "C", "C", "O", "C", "C", "H", "H", "H", "H", "H", "H", "H", "H", "H", "H", "C", "C", "O", "C", "C", "H", "H", "H", "H", "H", "H", "H", "H", "H", "H", "C", "C", "O", "C", "C", "H", "H", "H", "H", "H", "H", "H", "H", "H", "H", "C", "C", "O", "C", "C", "H", "H", "H", "H", "H", "H", "H", "H", "H", "H"],
  "coordinates": [[3.242, 0.013, 1.998], [2.458, 0.899, 1.084], [3.695, 2.266, 0.311], [1.762, 0.179, -0.003], [-0.134, -0.785, 0.588], [-1.821, 0.852, 1.645], [-3.100, 0.690, 1.082], [-1.775, 0.704, 3.055], [-1.478, 2.413, 1.381], [2.590, -0.431, 2.734], [3.734, -0.761, 1.435], [4.000, 0.571, 2.522], [1.759, 1.481, 1.659], [2.388, -0.603, -0.400], [1.563, 0.853, -0.813], [0.103, -2.033, 1.791], [-0.932, -1.433, -0.835], [-2.179, 7.310, -0.543], [-3.225, 6.814, -1.529], [-2.792, 5.771, -2.376], [-2.365, 4.579, -1.718], [-3.415, 3.933, -0.836], [-1.280, 7.640, -1.067], [-2.576, 8.152, 0.026], [-1.890, 6.537, 0.169], [-3.504, 7.624, -2.205], [-4.135, 6.521, -0.992], [-1.457, 4.772, -1.135], [-2.084, 3.904, -2.524], [-3.696, 4.578, -0.002], [-3.029, 3.009, -0.413], [-4.316, 3.706, -1.408], [-1.571, -1.753, 5.586], [-2.642, -2.310, 4.667], [-2.218, -3.423, 3.901], [-1.805, -4.576, 4.594], [-2.886, -5.206, 5.459], [-0.689, -1.481, 5.006], [-1.944, -0.858, 6.084], [-1.272, -2.467, 6.357], [-2.909, -1.552, 3.933], [-3.552, -2.553, 5.233], [-0.910, -4.369, 5.195], [-1.510, -5.277, 3.812], [-3.200, -4.546, 6.270], [-2.514, -6.128, 5.907], [-3.764, -5.443, 4.856], [-2.721, -7.130, -0.882], [-2.831, -7.265, 0.629], [-2.375, -6.143, 1.349], [-3.053, -4.917, 1.093], [-4.534, -4.953, 1.426], [-1.692, -6.911, -1.169], [-3.028, -8.060, -1.363], [-3.354, -6.332, -1.268], [-2.201, -8.089, 0.967], [-3.862, -7.519, 0.911], [-2.896, -4.599, 0.057], [-2.565, -4.178, 1.727], [-5.087, -5.660, 0.804], [-4.965, -3.965, 1.269], [-4.681, -5.232, 2.471], [6.324, -2.078, -2.632], [4.969, -2.512, -2.097], [3.886, -1.738, -2.565], [3.669, -1.726, -3.960], [3.380, -3.092, -4.560], [6.501, -1.027, -2.402], [7.113, -2.674, -2.172], [6.400, -2.206, -3.712], [4.947, -2.386, -1.014], [4.802, -3.578, -2.296], [4.511, -1.250, -4.479], [2.806, -1.076, -4.096], [4.229, -3.772, -4.466], [3.155, -2.990, -5.622], [2.523, -3.550, -4.065], [0.997, 5.877, -3.591], [1.642, 4.974, -2.553], [3.040, 4.818, -2.711], [3.830, 5.980, -2.605], [3.720, 6.686, -1.263], [1.216, 5.517, -4.597], [-0.086, 5.882, -3.457], [1.349, 6.908, -3.517], [1.243, 3.965, -2.649], [1.398, 5.310, -1.539], [3.611, 6.679, -3.424], [4.853, 5.632, -2.750], [2.715, 7.072, -1.084], [4.409, 7.531, -1.230], [3.966, 6.000, -0.453]],
  "mulliken_charge": [-1.12, 0.21, -0.29, -0.85, 0.92, 0.65, -0.59, -0.53, -0.24, 0.30, 0.19, 0.41, 0.28, 0.05, 0.38, -0.38, -0.37, -0.96, -0.35, -0.45, 0.06, -1.16, 0.22, 0.40, 0.25, 0.36, 0.30, 0.05, 0.40, 0.28, 0.27, 0.32, -1.14, -0.34, -0.27, -0.33, -1.12, 0.21, 0.41, 0.38, 0.34, 0.27, 0.34, 0.32, 0.32, 0.39, 0.20, -1.05, -0.38, -0.37, 0.06, -1.10, 0.29, 0.39, 0.26, 0.35, 0.31, 0.28, 0.05, 0.38, 0.39, 0.17, -1.14, -0.27, -0.31, -0.37, -1.07, 0.31, 0.39, 0.27, 0.27, 0.31, 0.31, 0.33, 0.27, 0.39, 0.30, -1.04, -0.16, -0.42, -0.33, -0.93, 0.32, 0.31, 0.28, 0.24, 0.26, 0.29, 0.35, 0.22, 0.39, 0.22],
  "total_charge": -1,
  "homo_ev": -5.65,
  "orbital_gap_ev": 8.23
}

***

[2]
{
  "formula": "C2H6N2S2",
  "method": "the ωB97M-V functional and the def2-TZVPD basis",
  "elements": ["C", "N", "N", "C", "S", "S", "H", "H", "H", "H", "H", "H"],
  "coordinates": [[1.217, 0.662, 1.208], [0.861, 0.782, -0.188], [0.264, -0.297, -0.677], [-1.090, -0.408, -0.908], [-2.139, 0.858, -0.517], [-1.614, -2.048, -1.367], [2.224, 0.227, 1.169], [1.455, 1.647, 1.676], [0.660, 0.023, 1.793], [0.033, 1.405, -0.257], [0.915, -1.150, -0.868], [-2.787, -1.699, -1.065]],
  "mulliken_charge": [-0.85, -0.52, -0.09, 0.43, -0.42, -0.20, 0.31, 0.33, 0.37, 0.23, 0.28, 0.14],
  "relative_energy_ev": 1.6999,
  "homo_ev": -8.62,
  "smiles": "CNNC(=S)S",
  "orbital_gap_ev": 9.05
}

***

[3]
{
  "formula": "C4H6O2S",
  "method": "the ωB97M-V functional and the def2-TZVPD basis",
  "elements": ["O", "C", "C", "O", "C", "S", "C", "H", "H", "H", "H", "H", "H"],
  "coordinates": [[-2.577, -0.345, -0.473], [-1.646, 0.149, 0.422], [-0.416, 0.736, -0.182], [0.713, 1.532, 0.103], [1.803, 0.657, -0.207], [1.199, -1.159, -0.093], [-0.273, -0.503, 0.645], [-3.248, 0.337, -0.633], [-2.047, 0.505, 1.358], [-0.471, 0.483, -1.255], [2.138, 0.824, -1.230], [2.610, 0.896, 0.495], [-0.051, -0.241, 1.636]],
  "mulliken_charge": [-0.48, -0.13, 0.06, -0.42, -0.39, -0.15, -0.29, 0.33, 0.38, 0.27, 0.32, 0.31, 0.21],
  "relative_energy_ev": 3.8617,
  "homo_ev": -8.63,
  "smiles": "O[C@@H]1[C@H]2OCS[C@H]12",
  "orbital_gap_ev": 9.30
}

***

[4]
{
  "formula": "C36H34F6N3O",
  "method": "the ωB97M-V functional and the def2-TZVPD basis",
  "elements": ["C", "C", "N", "C", "C", "C", "C", "C", "O", "H", "H", "H", "H", "H", "H", "H", "H", "H", "H", "H", "F", "C", "F", "F", "C", "N", "C", "C", "C", "C", "C", "C", "C", "C", "C", "C", "C", "C", "C", "C", "C", "N", "C", "C", "F", "F", "F", "C", "C", "C", "C", "C", "C", "C", "C", "C", "C", "H", "H", "H", "H", "H", "H", "H", "H", "H", "H", "H", "H", "H", "H", "H", "H", "H", "H", "H", "H", "H", "H", "H"],
  "coordinates": [[3.288, 1.736, 5.214], [2.904, 0.710, 4.182], [3.854, 0.631, 3.171], [3.900, -0.312, 2.171], [3.114, -1.395, 1.972], [3.712, -2.354, 1.000], [4.873, -1.532, 0.343], [5.045, -0.242, 1.171], [1.886, 0.026, 4.206], [3.572, 2.690, 4.749], [2.438, 1.906, 5.875], [4.139, 1.373, 5.808], [4.668, 1.224, 3.287], [2.231, -1.651, 2.536], [4.174, -3.225, 1.492], [2.978, -2.735, 0.278], [5.811, -2.101, 0.321], [4.576, -1.295, -0.684], [4.984, 0.664, 0.545], [6.025, -0.216, 1.674], [3.301, 2.675, -5.658], [2.907, 3.167, -4.454], [3.397, 2.323, -3.484], [3.533, 4.379, -4.276], [1.425, 3.329, -4.291], [1.145, 3.700, -2.895], [0.796, 5.051, -2.673], [-0.520, 5.483, -2.907], [-0.834, 6.836, -2.846], [0.176, 7.775, -2.590], [1.489, 7.349, -2.357], [1.798, 5.992, -2.400], [0.900, 2.732, -1.949], [1.250, 2.989, -0.603], [1.217, 1.966, 0.319], [0.674, 0.689, -0.017], [0.505, -0.277, 1.011], [-0.552, -1.225, 1.059], [-0.483, -2.343, 1.940], [-1.477, -3.296, 1.964], [-2.611, -3.169, 1.132], [-3.524, -4.183, 0.996], [-3.146, -5.567, 1.290], [-2.572, -6.190, 0.050], [-1.894, -7.349, 0.267], [-3.578, -6.456, -0.850], [-1.705, -5.324, -0.576], [-4.893, -3.944, 0.735], [-5.382, -4.008, -0.577], [-6.736, -3.796, -0.827], [-7.610, -3.530, 0.235], [-7.132, -3.521, 1.553], [-5.786, -3.766, 1.802], [-2.772, -2.000, 0.357], [-1.758, -1.068, 0.297], [0.303, 0.455, -1.375], [0.410, 1.461, -2.313], [1.085, 4.144, -4.936], [0.959, 2.379, -4.549], [-1.276, 4.728, -3.129], [-1.862, 7.163, -3.020], [-0.062, 8.841, -2.567], [2.284, 8.070, -2.160], [2.809, 5.633, -2.231], [1.610, 3.984, -0.343], [1.563, 2.134, 1.340], [1.110, -0.148, 1.912], [0.383, -2.450, 2.595], [-1.405, -4.145, 2.640], [-2.383, -5.610, 2.068], [-4.054, -6.111, 1.568], [-4.681, -4.222, -1.380], [-7.103, -3.851, -1.852], [-8.665, -3.329, 0.033], [-7.812, -3.338, 2.388], [-5.381, -3.796, 2.815], [-3.682, -1.884, -0.231], [-1.896, -0.199, -0.344], [-0.071, -0.522, -1.680], [0.093, 1.286, -3.337]],
  "mulliken_charge": [-1.40, 0.75, -0.10, 0.30, -0.34, -1.04, -0.63, -0.79, -0.59, 0.37, 0.37, 0.34, 0.30, 0.81, 0.31, 0.24, 0.32, 0.24, 0.28, 0.40, -0.27, 0.92, -0.25, -0.24, -0.99, 0.81, -0.82, -0.10, -0.76, -0.32, -0.85, 0.14, 0.96, -0.35, -1.21, 0.99, 0.07, 0.15, -0.81, -0.99, 0.97, 0.69, -1.03, 0.98, -0.28, -0.24, -0.25, -0.90, 0.22, -0.80, -0.36, -0.81, -0.10, -0.46, -1.18, -1.28, -0.52, 0.41, 0.35, 0.39, 0.38, 0.39, 0.38, 0.47, 0.54, 0.42, 0.50, 0.39, 0.39, 0.40, 0.41, 0.46, 0.39, 0.39, 0.38, 0.43, 0.53, 0.60, 0.69, 0.40],
  "total_charge": 1,
  "homo_ev": -10.57,
  "orbital_gap_ev": 6.12
}

***

Please write out number 3 again, unchanged.
{
  "formula": "C4H6O2S",
  "method": "the ωB97M-V functional and the def2-TZVPD basis",
  "elements": ["O", "C", "C", "O", "C", "S", "C", "H", "H", "H", "H", "H", "H"],
  "coordinates": [[-2.577, -0.345, -0.473], [-1.646, 0.149, 0.422], [-0.416, 0.736, -0.182], [0.713, 1.532, 0.103], [1.803, 0.657, -0.207], [1.199, -1.159, -0.093], [-0.273, -0.503, 0.645], [-3.248, 0.337, -0.633], [-2.047, 0.505, 1.358], [-0.471, 0.483, -1.255], [2.138, 0.824, -1.230], [2.610, 0.896, 0.495], [-0.051, -0.241, 1.636]],
  "mulliken_charge": [-0.48, -0.13, 0.06, -0.42, -0.39, -0.15, -0.29, 0.33, 0.38, 0.27, 0.32, 0.31, 0.21],
  "relative_energy_ev": 3.8617,
  "homo_ev": -8.63,
  "smiles": "O[C@@H]1[C@H]2OCS[C@H]12",
  "orbital_gap_ev": 9.30
}